Computed, not measured: C35H33ClN4S2Si2V as an isolated structure at a distorted geometry, with ωB97M-V/def2-TZVPD.

Summary:
Electronic energy   -118413.2719 eV
HOMO-LUMO gap (alpha / beta)   5.216 / 4.231 eV
Total charge   +2
Expectation value of S²   1.0985
Relative energy (zero: lowest compared OMol25 entry of this formula, charge and spin)   16.1 kcal/mol
Spin multiplicity   2

```
78
C35H33ClN4S2Si2V (ωB97M-V/def2-TZVPD)
C 2.004 4.804 1.763
C 2.732 3.604 1.516
C 2.360 3.132 0.218
H 3.529 3.195 2.130
C 1.343 3.998 -0.293
C 1.145 5.038 0.659
H 0.553 5.939 0.490
H 2.168 5.490 2.594
H 2.807 2.288 -0.292
H 0.910 3.956 -1.288
V 0.702 3.088 1.456
Si -1.947 -2.761 -1.125
C -1.645 -4.427 -0.362
C -2.575 -5.483 -0.263
H -3.627 -5.313 -0.502
C -2.143 -6.770 0.094
H -2.849 -7.610 0.106
C -0.802 -6.994 0.438
H -0.463 -7.988 0.745
C 0.118 -5.933 0.400
H 1.166 -6.085 0.679
C -0.306 -4.670 -0.017
H 0.429 -3.865 -0.100
C -2.546 -3.131 -2.828
C -1.783 -4.126 -3.479
H -1.145 -4.800 -2.892
C -1.749 -4.193 -4.875
H -1.088 -4.921 -5.360
C -2.531 -3.303 -5.626
H -2.453 -3.315 -6.718
C -3.389 -2.399 -4.978
H -4.024 -1.744 -5.579
C -3.403 -2.312 -3.580
H -4.033 -1.580 -3.072
H -0.660 -2.139 -1.478
Si 0.059 0.621 0.370
C 0.358 0.679 -1.487
C 1.282 -0.170 -2.138
H 1.832 -0.931 -1.571
C 1.549 -0.022 -3.509
H 2.261 -0.697 -3.996
C 0.939 0.999 -4.248
H 1.174 1.134 -5.306
C 0.036 1.852 -3.603
H -0.448 2.651 -4.163
C -0.231 1.704 -2.245
H -0.870 2.442 -1.762
C 1.163 -0.699 1.104
C 2.534 -0.357 1.201
H 2.885 0.626 0.854
C 3.473 -1.263 1.691
H 4.517 -0.943 1.782
C 3.083 -2.563 2.033
H 3.831 -3.280 2.385
C 1.736 -2.930 1.903
H 1.441 -3.956 2.134
C 0.783 -1.993 1.485
H -0.263 -2.289 1.430
H -2.740 -1.845 -0.249
Cl -1.926 0.468 0.914
N 2.668 1.921 4.125
C 1.651 2.747 4.423
N 0.697 3.134 3.557
C -0.142 4.101 4.137
C 0.232 4.493 5.411
S 1.605 3.588 5.959
C -1.082 4.649 3.235
C -1.899 5.760 3.333
S -2.690 6.077 1.826
C -1.926 4.671 1.137
N -1.048 4.065 1.963
N -2.227 4.196 -0.075
H 3.340 1.738 4.860
H 2.628 1.324 3.304
H -0.239 5.300 5.962
H -1.982 6.370 4.222
H -2.922 4.692 -0.615
H -1.925 3.266 -0.355
```